No. 1
Molecular formula: C32H60FN2O4S
Method: DFT, ωB97M-V/def2-TZVPD

Last column: Mulliken charge in e.
Element x y z (Å)
C 4.6867 -2.0299 -0.6205  -1.288
C 4.0758 -0.6081 -1.1436  0.520
C 5.0937 0.6212 -0.9191  -0.483
C 5.3229 1.5465 -2.2154  -0.826
C 3.9820 1.9714 -2.9913  -0.518
C 3.1312 3.1359 -2.2161  -0.682
C 1.8008 2.3847 -1.6504  0.662
C 0.9853 3.2427 -0.5621  -0.413
C 1.0858 2.5775 0.8979  -0.666
C 0.4723 1.0693 0.9623  1.937
C 0.7904 0.5533 2.4811  -0.904
C 0.1337 -0.8717 2.8122  0.446
C -1.4260 -0.8384 3.2072  -0.408
C -1.9550 0.5490 3.8228  -1.083
C -2.5486 1.5929 2.7573  -0.110
C -3.6259 0.9886 1.7374  -0.371
C -3.9236 2.1165 0.5904  -0.480
C -4.5837 1.4247 -0.7400  -0.524
C -3.5123 1.5913 -1.9213  -0.936
C -2.4992 0.3878 -2.2659  -0.279
C -2.1223 -0.8948 -1.3619  0.349
C -1.0729 -1.8950 -2.0921  -0.411
C -1.4359 -3.4018 -1.5913  -0.735
O -1.7737 -3.4070 -0.1703  -0.489
N -1.9850 0.6275 -3.4912  0.228
C -2.5696 1.8850 -4.1086  -1.021
C -4.0324 1.8201 -3.4419  0.945
O -4.7425 0.5494 -3.7018  -0.352
C -4.6947 0.2467 -5.0929  0.409
N -4.3152 -0.1635 -6.1674  -0.459
C -5.0398 3.0612 -3.6017  0.470
C -4.4254 4.3465 -4.3404  -1.223
F -6.2986 2.7287 -4.2234  -0.362
H 5.5011 -2.3857 -1.3452  0.336
H 3.8508 -2.8104 -0.5195  0.310
H 5.1245 -1.8842 0.4357  0.327
H 3.1263 -0.4424 -0.5066  -0.505
H 3.7988 -0.7698 -2.2563  0.214
H 6.1155 0.1445 -0.6485  0.434
H 4.7828 1.2433 -0.0063  0.246
H 6.0137 1.0136 -2.9588  0.317
H 5.8524 2.5154 -1.8903  0.333
H 4.2679 2.3753 -4.0315  0.389
H 3.2662 1.0970 -3.1709  0.191
H 3.7172 3.5292 -1.3156  0.345
H 2.8147 3.9783 -2.9375  0.326
H 1.1193 2.1147 -2.5378  0.017
H 2.1824 1.3840 -1.2217  -0.623
H 1.3269 4.3472 -0.5471  0.407
H -0.1397 3.2337 -0.8466  -0.154
H 0.5590 3.2897 1.6386  0.390
H 2.1964 2.5649 1.2186  0.297
H -0.6489 1.0420 0.7223  -0.967
H 1.0094 0.3637 0.2358  -0.465
H 0.5982 1.3695 3.2645  0.197
H 1.9401 0.3893 2.4902  0.481
H 0.7950 -1.4378 3.5697  -0.558
H 0.2079 -1.4945 1.8330  0.038
H -2.0151 -1.2277 2.3078  0.124
H -1.5666 -1.6328 4.0412  0.385
H -1.1395 1.0191 4.4987  0.342
H -2.8188 0.2849 4.5482  0.407
H -1.7020 2.1743 2.2209  -0.169
H -3.1072 2.4016 3.3756  0.463
H -4.5985 0.7865 2.3064  0.411
H -3.2853 0.0592 1.1671  0.013
H -2.8914 2.5872 0.3556  0.103
H -4.5724 2.9696 1.0021  0.415
H -5.5700 1.9887 -0.9118  0.420
H -4.7872 0.3321 -0.4640  0.415
H -2.8366 2.5052 -1.7745  0.433
H -3.1081 -1.5022 -1.2723  0.535
H -1.8280 -0.6140 -0.2952  -0.496
H -0.0124 -1.5796 -1.7903  0.218
H -1.2325 -1.9150 -3.2361  0.334
H -0.5235 -4.0824 -1.7348  0.423
H -2.3279 -3.8463 -2.1719  0.300
H -1.5932 -4.3221 0.1500  0.314
H -1.2999 0.0669 -4.0206  0.337
H -1.9477 2.7791 -3.7065  0.441
H -2.4691 2.0253 -5.2375  0.388
H -5.3040 3.4028 -2.5266  0.171
H -3.7089 4.1165 -5.1986  0.279
H -4.0082 5.0422 -3.5369  0.313
H -5.3221 4.9059 -4.8158  0.408
C 3.2523 -5.4120 3.6140  -0.695
C 3.1607 -5.8836 5.0665  -0.647
C 3.2055 -4.6400 5.9565  -0.686
S 2.5276 -3.3021 4.9812  1.197
O 3.5736 -2.3370 4.7331  -0.666
O 1.2402 -2.9233 5.5205  -0.684
C 2.2715 -4.2531 3.4932  -0.540
H 3.0144 -6.2136 2.9116  0.354
H 4.2692 -5.0662 3.4014  0.322
H 2.2137 -6.4119 5.2189  0.300
H 3.9664 -6.5770 5.3178  0.338
H 2.6068 -4.7688 6.8589  0.340
H 4.2302 -4.3766 6.2247  0.372
H 2.4493 -3.6289 2.6173  0.341
H 1.2386 -4.6093 3.4984  0.362

Cartesian forces, eV/Å:
-0.19 0.81 0.21
0.07 -0.95 0.54
0.54 -0.55 -0.24
-0.38 0.12 -0.04
0.06 1.13 -0.17
-0.77 -1.52 -0.11
0.57 0.49 -0.09
-0.41 -0.62 0.08
-0.03 0.27 -0.61
0.80 0.74 1.40
0.83 -0.68 -0.86
0.32 0.02 -0.82
0.58 -0.60 0.96
-0.66 -0.52 0.21
-0.03 0.51 0.76
0.01 1.50 -0.44
0.51 -0.63 0.53
0.95 0.82 1.20
-0.17 -0.58 -1.17
1.00 0.08 -0.43
-0.82 -0.12 -1.63
-0.86 -0.40 0.89
0.54 -0.17 -0.15
0.62 -0.62 -0.91
-1.30 0.47 1.66
0.06 0.76 -0.06
0.21 0.38 1.08
0.43 0.27 -4.36
2.36 -1.58 -1.13
-2.26 2.24 5.19
-0.12 1.49 0.46
-1.19 0.00 -0.05
2.32 -0.13 0.82
-1.18 0.39 1.19
1.27 1.06 -0.37
-0.52 -0.25 -1.67
1.29 -0.13 -1.25
0.34 0.51 1.84
-1.58 0.92 -0.39
0.31 -0.86 -1.38
-0.98 0.64 1.12
-0.69 -1.47 -0.52
-0.30 -0.67 1.56
1.17 1.07 0.25
-0.76 -0.34 -1.37
0.68 -1.20 1.29
1.00 0.40 1.14
-0.78 1.62 -0.47
-0.48 -1.82 -0.03
1.65 0.16 0.40
0.64 -1.34 -1.00
-1.70 -0.19 -0.49
1.47 0.21 0.37
-0.74 1.05 0.97
0.01 -1.25 -1.23
-1.81 0.33 0.06
-1.35 1.11 -0.92
0.00 0.93 1.49
0.53 0.82 1.30
0.18 1.24 -1.44
-1.34 -0.67 -1.30
1.32 0.41 -1.19
-1.36 -1.15 0.65
0.89 -1.23 -1.04
1.40 -0.04 -0.86
-0.38 1.12 1.10
-1.66 -0.70 0.16
0.85 -1.37 -0.63
1.53 -1.14 -0.32
0.16 1.55 -0.79
-0.88 -1.20 0.28
1.32 1.26 -0.07
-0.29 -0.13 -1.62
-1.49 -0.64 -0.66
0.42 0.16 1.81
-1.28 1.04 -0.11
1.37 0.91 0.62
-0.29 1.11 -0.27
-0.50 0.17 0.81
-1.34 -1.33 -0.32
-0.35 -1.12 1.49
0.24 -0.71 -1.81
-0.82 0.28 1.38
-0.18 -0.98 -1.32
1.46 -0.96 0.86
0.17 -0.07 -0.05
-0.06 -0.25 -0.01
0.21 -0.44 0.35
-0.12 -0.05 0.12
-0.38 0.04 0.07
0.33 0.26 -0.11
-0.01 -0.28 -0.45
0.04 0.08 0.05
-0.10 -0.01 -0.03
0.09 0.05 -0.02
-0.10 0.08 0.00
0.06 0.22 -0.08
-0.13 0.12 -0.06
-0.05 0.12 0.16
0.05 0.10 0.06

charge: +1
orbital gap: 8.040 eV
total energy: -58865.5682 eV
largest force on an atom: 6.083 eV/Å
lowest unoccupied orbital energy: -4.00 eV
HOMO: -12.05 eV



No. 2
Molecular formula: C7H10
Method: DFT, ωB97M-V/def2-TZVPD

Last column: Mulliken charge in e.
Element x y z (Å)
C -0.3330 -0.0119 1.9411  -0.667
C -1.4150 0.1744 0.9240  -0.153
C -1.1353 -0.7197 -0.2874  -0.836
C 0.2269 -0.0039 -0.4439  0.750
C 0.8069 0.4290 -1.7499  -0.649
C 1.6045 -0.4571 -0.8268  -0.662
C -0.0776 0.8694 0.7515  -0.579
H 0.1650 -0.9790 2.0159  0.168
H -0.4751 0.4980 2.8901  0.263
H -2.3732 0.6202 1.1727  0.372
H -1.7957 -0.4991 -1.1325  0.311
H -1.1437 -1.7990 -0.0946  0.280
H 0.3913 -0.0470 -2.6362  0.248
H 1.1123 1.4617 -1.8971  0.248
H 1.8137 -1.4790 -1.1304  0.244
H 2.4142 0.0172 -0.2746  0.240
H 0.1700 1.9223 0.8529  0.421

Cartesian forces, eV/Å:
0.05 -0.06 0.15
-0.29 -0.01 0.04
-0.02 -0.14 -0.08
0.04 0.01 -0.02
-0.08 0.14 -0.13
0.12 -0.14 0.09
0.18 0.26 -0.06
-0.04 0.18 -0.03
0.01 -0.04 -0.16
0.17 -0.11 -0.04
0.14 -0.06 0.11
0.07 0.14 -0.02
0.05 0.13 0.14
-0.02 -0.14 0.09
-0.17 0.12 0.05
-0.13 -0.13 -0.08
-0.07 -0.15 -0.02

energy relative to the best compared isomer or geometry (same formula, charge and spin): 55.4 kcal per mole
orbital gap: 10.507 eV
total energy: -7418.6302 eV
SMILES: C1[C@@H]2CC3(CC3)[C@H]12
largest force on an atom: 0.322 eV/Å
lowest unoccupied orbital energy: 1.19 eV
HOMO: -9.32 eV